Record 1
Density functional theory data (ωB97M-V/def2-TZVPD) for one molecule with the formula C3H3O3P in a non-equilibrium geometry.

XYZ file:
```
10
Properties=species:S:1:pos:R:3:forces:R:3
C 1.54866 1.05638 0.23621 1.566 -2.063 -0.167
C -0.79806 0.56755 -0.02840 -0.288 -3.027 -1.876
C -0.57992 -1.02863 0.03591 -0.545 0.840 1.239
O 2.60928 1.61960 0.17993 -3.083 -0.444 0.320
O 0.27030 1.40291 0.36431 0.839 1.378 0.523
O 0.09729 -1.72818 -0.99099 0.551 0.412 -0.343
P 0.99605 -1.77015 0.44238 0.368 1.475 -0.434
H -0.97985 0.76313 -1.10039 0.007 0.081 0.374
H -1.73634 0.76676 0.49678 0.683 0.433 0.402
H -1.42740 -1.64937 0.36425 -0.097 0.915 -0.038
```
Positions in Å, forces in eV/Å.

E   -683.05798 hartree
HOMO level (alpha / beta)   -8.297 / -8.079 eV
F_max   0.06948 hartree/bohr
Gap between HOMO and LUMO (alpha / beta)   0.28557 / 0.28802 Eh


Record 2
Density functional theory data (ωB97M-V/def2-TZVPD) for a 2-piece molecular cluster, C6H17Br2FO2Si2 overall in a non-equilibrium geometry.

XYZ file:
```
30
Properties=species:S:1:pos:R:3:forces:R:3
C 1.18596 1.47581 3.68603 -0.235 -0.126 0.156
C 0.06499 1.09498 2.66466 0.308 -0.391 -0.899
C -0.16214 2.15801 1.52618 -1.156 0.539 1.210
O 1.01186 2.87062 1.13755 -0.333 -0.682 -0.707
C 1.53785 2.44609 -0.12327 1.097 0.344 -0.533
Si 2.61705 0.85310 -0.01612 0.986 -0.272 -1.083
F 4.24438 1.22354 0.07200 -2.113 -0.383 -0.247
O 2.33533 -0.17076 -1.36768 -0.967 0.273 1.912
Si 0.91530 -1.09275 -1.00911 0.807 0.842 -0.447
H 0.72125 2.04017 4.52695 0.477 -0.432 -0.444
H 1.98968 2.11729 3.26887 -0.643 -0.401 -0.014
H 1.68985 0.55855 4.07870 -0.554 0.717 -0.152
H 0.28797 0.12490 2.15009 0.014 0.673 0.620
H -0.90511 0.92863 3.19297 0.688 0.226 -0.403
H -0.71481 1.73006 0.65117 0.663 0.155 0.581
H -0.86093 2.92658 1.95229 0.644 -0.411 -0.375
H 0.76546 2.38537 -0.93052 0.363 -0.088 0.678
H 2.25132 3.24601 -0.46061 -0.634 -0.486 0.326
H 2.27102 0.04848 1.17435 0.278 0.149 0.028
H 0.06235 -0.23039 -0.16604 -0.062 0.030 0.037
H 0.16125 -1.38498 -2.23194 0.271 0.008 -0.139
H 1.22062 -2.28440 -0.20565 0.152 -0.154 -0.123
Br -1.03423 -4.11011 -2.44911 -0.148 -0.143 0.056
C -2.86284 -3.65279 -2.93939 0.208 -0.130 -0.158
C -3.00856 -2.17497 -3.19465 -0.231 0.120 0.130
Br -3.05994 -1.16835 -1.52669 0.072 -0.006 -0.063
H -3.50502 -4.01415 -2.14023 0.025 0.107 -0.034
H -3.06482 -4.22034 -3.84691 -0.007 0.082 0.013
H -3.95776 -1.96233 -3.68479 0.035 -0.063 0.022
H -2.19730 -1.76187 -3.78908 -0.006 -0.097 0.052
```
Positions in Å, forces in eV/Å.

E   -6216.25641 hartree
HOMO level   -9.495 eV
F_max   0.04203 hartree/bohr
Gap between HOMO and LUMO   0.36605 Eh


Record 3
Density functional theory data (ωB97M-V/def2-TZVPD) for a 2-piece molecular cluster, C6H15N2O2 overall in a non-equilibrium geometry.

XYZ file:
```
25
Properties=species:S:1:pos:R:3:forces:R:3
C -1.09048 0.85134 1.75916 -4.313 1.767 -0.478
C -1.00329 1.91322 -0.57154 -2.098 -2.705 0.134
C 2.93126 -0.20173 -0.88233 -1.828 1.367 -1.777
C -1.93634 -0.46944 -0.13868 1.185 3.361 -1.468
C 0.78303 -1.00642 -0.05046 -0.049 -1.521 0.619
C -1.26221 0.64802 0.26802 -1.108 0.175 0.760
N 0.73915 -1.98658 0.75947 1.145 0.992 0.092
N 1.88519 -0.05267 0.17480 -1.111 0.362 2.471
O -0.08872 -3.01746 0.53300 -2.455 1.185 -2.469
O -2.16662 -0.78678 -1.47553 -0.986 2.400 -0.935
H -2.22046 0.94024 2.10980 2.281 0.218 -0.154
H -0.77769 0.02060 2.25231 1.253 -2.538 1.443
H -0.58299 1.73822 2.13365 0.114 0.034 -0.445
H -0.59800 2.70871 0.00735 0.102 0.641 0.226
H -2.00888 2.09800 -1.01918 0.922 0.702 0.146
H -0.37520 1.56285 -1.33749 1.117 0.293 -1.565
H 2.66530 -1.09356 -1.47047 0.178 0.685 -0.077
H 2.97290 0.78276 -1.46382 0.033 -1.729 0.588
H 3.80237 -0.38947 -0.38530 2.561 -0.302 1.009
H -2.35185 -1.11606 0.56863 -0.385 -1.342 0.814
H -0.79608 -2.76940 -0.24399 2.264 -0.818 2.328
H 0.20139 -0.99584 -0.93137 -0.046 0.562 -1.213
H 2.17914 -0.41130 1.16284 -0.037 0.968 -1.840
H 1.60709 0.98984 0.27310 0.110 -2.208 -0.089
H -2.50801 0.04290 -2.03198 1.149 -2.550 1.881
```
Positions in Å, forces in eV/Å.

E   -497.17710 hartree
Net charge   +1
HOMO level   -12.212 eV
F_max   0.09112 hartree/bohr
Gap between HOMO and LUMO   0.32395 Eh